[1]
{
  "formula": "C4H28NO11S",
  "method": "ωB97M-V/def2-TZVPD",
  "total_charge": -1,
  "relative_energy_kj_mol": 327.1,
  "homo_lumo_gap_ev": 7.19,
  "species": ["O", "C", "N", "C", "C", "S", "C", "H", "H", "H", "H", "H", "H", "H", "H", "H", "H", "O", "H", "H", "O", "H", "H", "O", "H", "H", "O", "H", "H", "O", "H", "H", "O", "H", "H", "O", "H", "H", "O", "H", "H", "O", "H", "H", "O"],
  "coordinates": [[-0.67274, 2.09371, -1.59365], [-0.01306, 1.02909, -1.64321], [0.63719, 0.55915, -0.60395], [1.51524, -0.72745, -0.61232], [1.98671, -0.87213, 0.82436], [0.55405, -1.54033, 1.86520], [0.20373, 0.30891, -3.00047], [0.22798, 0.77432, 0.27906], [0.69178, -1.43218, -0.64871], [2.26047, -0.58023, -1.40676], [3.00440, -1.40882, 1.02311], [2.38868, 0.04307, 1.36055], [1.06272, -0.32213, -3.03115], [0.24555, 1.02249, -3.80161], [-0.60244, -0.29695, -3.34096], [1.57056, 0.36240, 4.17558], [1.69230, 1.71288, 3.40940], [1.36439, 1.30599, 4.20667], [3.46542, 1.32309, 0.01691], [4.20080, 0.95147, 1.26416], [4.37742, 1.08001, 0.33964], [-1.10022, -4.56268, -0.50195], [0.36414, -3.95424, -0.45231], [-0.17612, -4.74765, -0.74461], [-2.71110, -0.71963, -2.80179], [-1.78950, -0.78990, -1.53374], [-2.12345, -1.29719, -2.33557], [-4.00270, 0.64464, -2.18832], [-2.72587, 1.29798, -2.48701], [-3.47490, 0.88579, -2.95473], [2.35417, 3.41798, 2.29347], [1.65723, 2.50026, 1.35108], [2.49080, 2.52349, 1.98098], [-1.17724, 0.42192, 2.86762], [-0.43551, 1.28529, 3.86122], [-1.28700, 1.11873, 3.56285], [-2.58736, -0.42124, 0.96472], [-1.03545, -0.62923, 0.86848], [-1.81254, -0.28167, 0.36211], [-2.82917, -3.53155, -1.74919], [-3.01198, -2.90652, -0.42025], [-3.02862, -3.81257, -0.79212], [-1.03344, 2.56408, 1.11192], [-0.44530, 2.79809, -0.14079], [-0.24002, 2.80944, 0.79608]]
}

***

[2]
{
  "formula": "C3H3NO3",
  "method": "ωB97M-V/def2-TZVPD",
  "total_charge": 0,
  "relative_energy_kj_mol": 370.6,
  "homo_lumo_gap_ev": 9.67,
  "species": ["N", "C", "O", "C", "O", "C", "O", "H", "H", "H"],
  "coordinates": [[1.78114, 0.91618, 0.21413], [0.69635, 0.30760, 0.04047], [-0.12487, 0.70537, -1.01307], [-1.29333, 0.08628, -1.19166], [-1.67541, -0.82936, -0.52192], [0.44732, -0.96775, 0.75225], [-0.07640, -0.76885, 1.92814], [1.87300, 1.63975, -0.50048], [-1.91334, 0.47626, -2.00446], [0.07346, -1.62321, 2.36120]]
}

***

[3]
{
  "formula": "C5H13Cl4N3O6",
  "method": "ωB97M-V/def2-TZVPD",
  "total_charge": 1,
  "relative_energy_kj_mol": 54.0,
  "homo_lumo_gap_ev": [9.03, 1.96],
  "spin_multiplicity": 2,
  "species": ["C", "N", "O", "O", "H", "H", "H", "C", "N", "O", "O", "H", "H", "H", "C", "N", "O", "O", "H", "H", "H", "C", "Cl", "Cl", "H", "H", "C", "Cl", "Cl", "H", "H"],
  "coordinates": [[2.13340, 3.27031, 2.78973], [3.45832, 4.04093, 2.75347], [3.30161, 5.20733, 2.83441], [4.53020, 3.44345, 2.67935], [1.64009, 3.71619, 3.65339], [2.24700, 2.20570, 2.99417], [1.65498, 3.34848, 1.81345], [0.42123, -2.20796, 0.81688], [0.05203, -1.59442, -0.53479], [0.99840, -1.37580, -1.35996], [-1.12695, -1.32514, -0.75976], [1.13348, -3.00655, 0.60939], [-0.51677, -2.58732, 1.22225], [0.80897, -1.47350, 1.52280], [0.31749, -2.47061, -4.09517], [-0.79619, -1.47491, -4.06448], [-0.55301, -0.36046, -3.68240], [-1.87724, -1.81769, -4.51114], [0.04795, -3.25218, -3.38484], [1.17515, -1.85236, -3.83008], [0.42667, -2.98621, -5.04929], [-0.95605, 1.66632, -0.74043], [-2.67192, 1.43320, -0.24743], [0.12504, 1.14784, 0.56772], [-0.86565, 0.95031, -1.55730], [-0.74559, 2.68848, -1.05507], [-2.91550, -0.87150, 2.08896], [-3.54819, -2.32952, 1.41746], [-1.92173, -1.46360, 3.50901], [-2.27188, -0.51384, 1.28526], [-3.70536, -0.15498, 2.31443]]
}

***

[4]
{
  "formula": "C3H5NO2",
  "method": "ωB97M-V/def2-TZVPD",
  "total_charge": 0,
  "relative_energy_kj_mol": 257.0,
  "homo_lumo_gap_ev": 10.17,
  "species": ["H", "N", "C", "O", "C", "C", "O", "H", "H", "H", "H"],
  "coordinates": [[1.63280, 0.87017, 1.32359], [1.75147, 0.47533, 0.40613], [1.31035, -0.01207, -0.63926], [0.16663, -0.73331, -0.95258], [-0.77487, -0.83574, 0.10983], [-1.28437, 0.59091, 0.19202], [-0.85908, 1.42470, 0.95271], [1.86586, 0.08726, -1.58009], [-0.28680, -1.18845, 1.02311], [-1.55947, -1.53890, -0.19308], [-1.96254, 0.86010, -0.64240]]
}

***

[5]
{
  "formula": "C41H47AuClN2O9P4",
  "method": "ωB97M-V/def2-TZVPD",
  "total_charge": 1,
  "homo_lumo_gap_ev": [4.58, 4.58],
  "species": ["Au", "N", "C", "C", "P", "O", "O", "O", "P", "O", "O", "O", "H", "H", "H", "H", "H", "H", "H", "H", "C", "C", "C", "C", "C", "N", "H", "H", "H", "H", "H", "H", "H", "H", "H", "C", "C", "C", "C", "Cl", "C", "C", "C", "O", "C", "C", "O", "O", "H", "H", "H", "H", "H", "H", "H", "H", "C", "P", "C", "C", "C", "C", "C", "C", "C", "C", "C", "C", "C", "C", "P", "C", "C", "C", "C", "C", "C", "C", "C", "C", "C", "C", "C", "H", "H", "H", "H", "H", "H", "H", "H", "H", "H", "H", "H", "H", "H", "H", "H", "H", "H", "H", "H", "H", "H"],
  "coordinates": [[-1.16322, -0.47619, 0.78762], [-6.13342, -0.52669, 1.70442], [-4.74302, -0.57149, 2.22142], [-4.68652, -0.46809, 3.71832], [-4.00562, -2.07089, 1.43662], [-4.39222, -3.16519, 2.56232], [-4.80372, -2.28119, 0.20182], [-2.49792, -2.03059, 1.37852], [-3.99282, 0.95191, 1.45532], [-4.28442, 0.70041, -0.09148], [-4.81142, 2.08261, 1.91592], [-2.50582, 0.99951, 1.76712], [-6.07042, -1.10749, 0.82682], [-6.34662, 0.46581, 1.50222], [-6.81522, -0.92889, 2.35462], [-5.30242, -1.22699, 4.20292], [-4.99522, 0.53301, 4.02722], [-3.65162, -0.61139, 4.02002], [-4.52052, -4.02799, 2.17012], [-3.66462, 0.13781, -0.57538], [1.06778, -0.13739, 5.98202], [-0.17762, -0.17769, 5.08712], [-1.13632, -1.28489, 5.54182], [-0.87012, 1.19131, 5.03012], [0.21488, -0.50059, 3.74292], [0.49758, -0.75119, 2.65772], [0.77648, 0.09561, 7.00302], [1.76238, 0.62441, 5.63382], [1.57778, -1.09979, 5.97462], [-1.54462, -1.05329, 6.52202], [-0.62132, -2.24149, 5.58552], [-1.95962, -1.38659, 4.84072], [-1.40792, 1.37101, 5.95642], [-1.56402, 1.23941, 4.19342], [-0.13152, 1.97771, 4.89892], [-2.62532, 0.43341, -4.36368], [-1.50862, -0.02359, -5.25468], [-1.24682, 0.74351, -6.38638], [-0.23792, 0.43341, -7.28648], [0.05028, 1.44871, -8.64328], [0.54028, -0.70569, -7.09598], [0.29208, -1.48299, -5.99368], [-0.70262, -1.16389, -5.04858], [-0.68622, -2.05719, -4.02888], [-1.69672, -2.26399, -3.07848], [-1.46232, -1.49479, -1.75268], [-2.33492, -0.69399, -1.40428], [-0.41822, -1.72059, -1.10368], [-2.86362, 1.47121, -4.58438], [-2.38842, 0.35761, -3.30718], [-3.52452, -0.15419, -4.55168], [-1.85992, 1.61161, -6.57588], [1.30588, -0.96879, -7.80768], [0.83598, -2.39779, -5.82228], [-1.63172, -3.32579, -2.81558], [-2.69252, -2.03409, -3.46068], [2.15908, 0.21851, 0.48822], [0.53178, 1.06381, 0.46042], [0.62688, 2.35721, 1.71122], [1.68388, 2.51121, 2.60392], [1.65358, 3.54841, 3.52092], [0.58608, 4.43301, 3.55372], [-0.48142, 4.26131, 2.68572], [-0.46592, 3.22401, 1.77312], [0.60868, 1.91281, -1.14088], [0.72428, 1.09061, -2.25948], [0.85888, 1.64221, -3.51798], [0.81648, 3.02001, -3.67688], [0.67758, 3.84041, -2.56998], [0.59128, 3.29411, -1.30128], [2.22138, -1.39749, -0.44558], [3.13568, -0.94109, -1.96368], [2.72158, -1.47359, -3.17968], [3.35798, -1.09939, -4.35088], [4.39958, -0.18739, -4.31518], [4.83048, 0.32431, -3.10118], [4.20908, -0.05389, -1.92558], [3.46888, -2.26409, 0.56532], [3.19658, -2.47549, 1.91712], [4.16178, -3.03479, 2.73222], [5.38688, -3.41409, 2.20112], [5.63338, -3.25909, 0.84562], [4.67068, -2.70829, 0.01872], [2.37718, -0.01689, 1.53122], [2.90158, 0.90831, 0.07312], [2.51948, 1.82701, 2.61522], [2.47428, 3.66841, 4.21252], [0.58068, 5.24511, 4.26562], [-1.33232, 4.92411, 2.72032], [-1.31222, 3.05781, 1.12162], [0.70788, 0.01961, -2.12278], [0.98878, 1.00041, -4.37648], [0.89068, 3.45141, -4.66398], [0.64038, 4.91321, -2.69358], [0.51268, 3.93991, -0.44098], [1.89578, -2.17109, -3.19678], [3.04498, -1.51999, -5.29368], [4.88458, 0.11891, -5.22958], [5.66108, 1.01361, -3.06618], [4.58338, 0.32181, -0.98318], [2.22958, -2.19939, 2.31672], [3.96048, -3.18049, 3.78282], [6.14178, -3.84879, 2.83882], [6.58098, -3.56589, 0.42832], [4.86218, -2.59709, -1.03868]]
}

***

[6]
{
  "formula": "C14H6F6N4O",
  "method": "ωB97M-V/def2-TZVPD",
  "total_charge": 0,
  "homo_lumo_gap_ev": 7.01,
  "species": ["O", "C", "C", "N", "N", "C", "C", "C", "C", "C", "C", "C", "C", "C", "N", "N", "C", "C", "F", "F", "F", "C", "F", "F", "F", "H", "H", "H", "H", "H", "H"],
  "coordinates": [[4.46388, -1.08271, 1.91377], [3.50457, -0.37848, 2.19264], [2.31586, -0.44189, 1.38261], [1.91137, 0.81555, 0.88878], [0.83529, 1.00086, 0.14994], [0.09331, -0.13841, -0.16813], [-1.08492, -0.28046, -0.89388], [-1.96147, 0.73231, -1.56266], [-1.50282, 2.04207, -1.84667], [-2.31742, 2.94071, -2.51555], [-3.61282, 2.54819, -2.95351], [-4.03989, 1.22232, -2.69391], [-3.24399, 0.33231, -2.02139], [-1.28929, -1.71859, -0.94834], [-0.33426, -2.34187, -0.30967], [0.47694, -1.37644, 0.25039], [1.56377, -1.55503, 1.09733], [1.79062, -2.92982, 1.72847], [0.63620, -3.57511, 1.94305], [2.46544, -2.90899, 2.90651], [2.58484, -3.65742, 0.86338], [3.52419, 0.56251, 3.43260], [4.59713, 0.35399, 4.24062], [3.60200, 1.88539, 3.03955], [2.39570, 0.42471, 4.17270], [-0.49787, 2.35076, -1.54317], [-1.95153, 3.93735, -2.71879], [-4.22807, 3.23693, -3.50413], [-5.01670, 0.90296, -3.10223], [-3.60238, -0.71213, -1.85686], [-2.07767, -2.19158, -1.56344]]
}